Entry 1:
Density functional theory data (the ωB97M-V functional and the def2-TZVPD basis) for C6H12O in the gas phase.

XYZ file:
```
19
Properties=species:S:1:pos:R:3
C -0.41840 2.74114 -0.56150
C 0.23378 2.39150 0.54468
C 0.12181 1.14704 1.39955
O -0.35082 -0.01832 0.79043
C 0.55146 -0.45967 -0.20327
C -0.12332 -1.55301 -1.00592
C -0.34403 -2.83812 -0.21303
H -0.93346 2.06129 -1.23667
H -0.48509 3.79669 -0.81023
H 0.80321 3.17082 1.04901
H 1.06912 0.94975 1.92916
H -0.61992 1.42463 2.15652
H 1.48572 -0.82480 0.26027
H 0.82617 0.42958 -0.80230
H 0.47043 -1.76051 -1.90351
H -1.08576 -1.15696 -1.34928
H 0.60567 -3.25616 0.14376
H -0.97809 -2.65920 0.66074
H -0.82846 -3.58569 -0.84841
```

As for the multiplicity: 1. The charge is 0. As for the structure (SMILES): C=CCOCCC. Its energy above the lowest of the compared OMol25 structures with the same formula, charge and spin is 1.611 eV. Its gap between HOMO and LUMO is 10.789 eV. For the total energy, the calculation gives -311.0001 hartree.

Entry 2:
Density functional theory data (the ωB97M-V functional and the def2-TZVPD basis) for a 7-piece molecular cluster, C48H81F13N9O8S2 overall.

XYZ file:
```
161
Properties=species:S:1:pos:R:3
C -1.06980 -2.39442 1.69704
C 0.26108 -1.73393 2.41842
C 0.90605 -2.21720 3.84627
C 2.26285 -1.44091 4.41681
C 3.01445 -0.19834 3.58841
C 4.38477 0.47584 4.23810
C 4.60347 0.11798 5.83176
C 5.74509 0.18152 3.35250
C 2.36578 0.28148 2.12363
O 3.08048 1.34608 1.40269
C 2.17862 2.40548 0.92508
N 2.50596 2.66855 -0.52857
C 3.77005 3.23784 -0.66233
C 4.22977 3.50983 -2.21481
C 2.75973 3.10747 -2.90224
C 1.73970 2.43072 -1.81161
C 1.38612 0.83180 -1.88535
C 1.51491 0.15710 -3.37391
C 2.60332 -1.11279 -3.38219
C 1.75771 -2.53219 -3.64236
C 0.84626 -2.96397 -2.31177
C -0.12346 -4.27732 -2.60541
C -1.64897 -4.12149 -2.01260
S -2.27778 -5.68631 -1.13009
C -3.33184 -5.16059 0.37025
N -3.90539 -3.74284 0.49385
N -4.59340 -3.63829 1.70120
C -4.49361 -4.98945 2.39803
O -3.69598 -5.94519 1.56234
C 0.50480 3.52921 -1.66912
C -0.61804 3.42747 -2.85932
C -1.88305 2.39580 -2.49000
F -1.57774 1.16052 -3.30995
F -1.86615 1.93060 -1.08411
C -3.30581 2.94936 -3.04489
F -3.06224 3.24640 -4.51167
F -4.23431 1.75687 -3.09944
C -3.93492 4.28994 -2.42591
F -5.41393 4.25246 -2.74621
F -3.43659 5.42232 -3.30310
C -3.62998 4.75255 -0.91841
F -2.20282 4.78357 -0.48957
F -4.02985 6.21673 -0.87498
S -4.59711 3.96642 0.46636
F -4.98421 2.55138 -0.39610
F -3.16031 3.26687 1.17862
F -4.22796 5.38348 1.42450
F -6.07707 4.77130 0.05166
F -5.45480 3.29592 1.80980
C 1.02388 -0.51504 1.61972
H -1.11645 -3.54968 1.87817
H -0.93166 -2.19290 0.52936
H -2.06958 -1.82332 1.99079
H 0.44554 -3.10026 4.46476
H 2.67930 -1.86718 5.44963
H 4.21846 1.65674 4.19395
H 4.92357 -1.01014 5.96280
H 5.29845 0.87579 6.40094
H 3.52782 0.19847 6.34281
H 6.70447 0.47757 3.99793
H 5.89090 -0.94531 3.05213
H 5.78784 0.91261 2.40951
H 2.48799 3.39538 1.51603
H 1.04420 2.23620 1.15760
H 4.34962 3.40705 0.34063
H 5.07252 2.67722 -2.35722
H 4.69305 4.54627 -2.51085
H 3.12003 2.50168 -3.83632
H 2.41152 4.12792 -3.41453
H 0.30965 0.56725 -1.45479
H 2.14836 0.27635 -1.15447
H 1.68756 0.91185 -4.25165
H 0.46203 -0.36050 -3.59463
H 3.18426 -1.21558 -2.37002
H 3.38073 -1.02873 -4.26697
H 2.45997 -3.42884 -3.93256
H 0.95993 -2.38969 -4.51712
H 1.54869 -3.24312 -1.41053
H 0.14947 -2.08341 -1.93979
H 0.34115 -5.23636 -2.06731
H -0.21166 -4.53007 -3.74542
H -1.74811 -3.25786 -1.21050
H -2.42419 -3.88797 -2.87534
H -4.99691 -5.19450 3.44863
H 0.05501 3.54269 -0.57221
H 1.02626 4.59547 -1.79702
H -0.04049 3.04454 -3.82937
H -1.01219 4.51341 -3.15741
H 0.56344 -0.17844 0.58229
C 1.66357 -10.50680 -2.56586
C 0.95901 -9.18354 -2.68854
O 1.28604 -8.34501 -3.52624
N -0.07159 -8.92531 -1.83492
C -0.59985 -9.77455 -0.79298
H 2.46124 -10.56747 -3.31218
H 2.11143 -10.60080 -1.57326
H 0.95917 -11.32301 -2.74595
H -0.49636 -8.01695 -1.97698
H -1.65581 -9.95722 -1.00724
H -0.51239 -9.24063 0.15653
H -0.07292 -10.72693 -0.72420
C -7.77875 -3.56672 6.30925
C -6.60930 -3.26450 5.41286
O -6.08621 -4.12653 4.70922
N -6.12936 -1.98904 5.39460
C -6.60362 -0.84765 6.14174
H -8.04805 -4.62302 6.21617
H -7.51205 -3.36877 7.35057
H -8.64102 -2.96310 6.01441
H -5.34317 -1.86178 4.76896
H -6.89841 -0.07408 5.42829
H -5.77816 -0.47659 6.75429
H -7.45090 -1.09220 6.78340
C 3.05052 -5.89250 -0.30108
C 2.04467 -5.69843 0.80031
O 1.05856 -4.97673 0.66411
N 2.25110 -6.35185 1.97840
C 3.33860 -7.23529 2.32880
H 2.75160 -5.30898 -1.17693
H 4.03401 -5.54539 0.02592
H 3.09301 -6.94681 -0.58648
H 1.53409 -6.17304 2.67097
H 2.91433 -8.20728 2.59250
H 3.84822 -6.81666 3.20019
H 4.05358 -7.35961 1.51469
C 8.55161 4.50932 -2.48798
C 7.55580 4.99258 -3.50646
O 6.63869 4.28084 -3.91162
N 7.69188 6.26231 -3.98264
C 8.69355 7.24244 -3.63348
H 8.31419 3.47990 -2.20358
H 9.55856 4.52679 -2.91271
H 8.50369 5.13481 -1.59285
H 6.98654 6.51656 -4.66350
H 8.18247 8.12249 -3.23518
H 9.22935 7.51917 -4.54487
H 9.40289 6.86850 -2.89428
C 2.01773 3.24026 4.03579
C 2.37318 3.46443 5.48004
O 3.21475 2.78007 6.05903
N 1.73083 4.46238 6.15008
C 0.72155 5.36599 5.64932
H 2.61126 2.41227 3.63690
H 0.95967 2.98065 3.94756
H 2.24080 4.13752 3.45271
H 2.02174 4.55335 7.11590
H 1.09307 6.38719 5.76536
H -0.17831 5.23923 6.25633
H 0.48156 5.18345 4.60123
C -8.33968 6.05864 -6.74932
C -9.34553 6.25271 -5.64793
O -10.33164 6.97442 -5.78413
N -9.13910 5.59930 -4.46983
C -8.05160 4.71586 -4.11944
H -8.63860 6.64216 -7.62516
H -7.35620 6.40575 -6.42231
H -8.29720 5.00434 -7.03471
H -9.85611 5.77810 -3.77727
H -8.47587 3.74386 -3.85573
H -7.54198 5.13448 -3.24804
H -7.33662 4.59153 -4.93355
```

As for the multiplicity: 1. The charge is +1. Its gap between HOMO and LUMO is 4.683 eV. For the total energy, the calculation gives -5065.7344 hartree.

In eV, the HOMO energy values for the records above are, in order, -9.6594; -9.4387.